(1)
Density functional theory data (ωB97M-V/def2-TZVPD) for a structure of composition CBrCl3S2 at a distorted geometry.

```
7
Properties=species:S:1:pos:R:3
C -0.462 0.779 1.223
S 1.606 -0.625 -0.711
S 0.590 -0.923 -2.315
Cl -0.053 0.214 2.716
Cl -0.408 2.461 0.919
Cl -0.143 -2.753 -2.272
Br -1.898 -0.139 0.510
```

Summary:
LUMO energy (spin up / spin down): 0.0572 / -2.2012 eV
Total energy: -130314.9318 eV
2S+1: 3

(2)
Density functional theory data (ωB97M-V/def2-TZVPD) for a cluster of 2 separate species, CBrClN2 in total at a distorted geometry.

```
5
Properties=species:S:1:pos:R:3
C -0.711 0.383 -0.026
N -1.794 0.483 -0.389
N 0.423 0.314 0.555
Cl 0.104 -2.329 -0.076
Br 1.978 1.150 -0.063
```

Summary:
LUMO energy (spin up / spin down): -4.8082 / -4.8035 eV
Total energy: -86576.3912 eV
Energy above the lowest of the compared OMol25 structures with the same formula, charge and spin: 123.0 kJ/mol

(3)
Density functional theory data (ωB97M-V/def2-TZVPD) for a cluster of 2 separate species, CBrF2N3O4 in total at a distorted geometry.

```
11
Properties=species:S:1:pos:R:3
C -0.069 0.073 0.013
N 0.384 -0.319 1.301
N -0.373 -0.935 -1.096
N -0.414 1.257 -0.443
O 0.964 0.459 2.066
O 0.208 -1.512 1.577
O 0.432 -1.662 -1.609
O -1.579 -0.880 -1.313
F -0.563 2.445 0.279
F 0.257 1.734 -1.627
Br 3.346 -0.041 -0.159
```

Summary:
LUMO energy (spin up / spin down): -3.3384 / -4.0034 eV
Total energy: -89160.4827 eV
Energy above the lowest of the compared OMol25 structures with the same formula, charge and spin: 332.9 kJ/mol

(4)
Density functional theory data (ωB97M-V/def2-TZVPD) for a structure of composition CBrF3O2S at a distorted geometry.

```
8
Properties=species:S:1:pos:R:3
C 1.043 0.398 -0.067
O -0.256 -1.992 -0.038
O -1.656 0.599 0.536
F 0.979 1.533 0.559
F 0.625 0.565 -1.308
F 2.327 0.003 -0.173
S -0.089 -0.914 0.831
Br -2.974 -0.191 -0.339
```

Summary:
LUMO energy: -1.8990 eV
Total energy: -94158.3363 eV
Energy above the lowest of the compared OMol25 structures with the same formula, charge and spin: 38.8 kJ/mol

(5)
Density functional theory data (ωB97M-V/def2-TZVPD) for a structure of composition CBrF4N at a distorted geometry.

```
7
Properties=species:S:1:pos:R:3
C -0.386 -0.010 0.168
N 0.871 0.401 -0.386
F -0.417 0.407 1.418
F -0.623 -1.359 0.231
F -1.592 0.499 -0.383
F 1.246 -0.241 -1.513
Br 2.658 -0.468 1.196
```

Summary:
LUMO energy (spin up / spin down): -3.4257 / -3.0961 eV
Total energy: -83435.0024 eV
Energy above the lowest of the compared OMol25 structures with the same formula, charge and spin: 134.3 kJ/mol

(6)
Density functional theory data (ωB97M-V/def2-TZVPD) for a structure of composition CBrFN2O2 at a distorted geometry.

```
7
Properties=species:S:1:pos:R:3
C -0.078 -0.551 0.076
N 1.136 -0.559 -1.417
N -0.661 0.641 0.562
O -0.295 1.689 0.141
O -1.532 0.440 1.408
F 1.694 -1.688 -1.126
Br -0.850 -2.055 0.624
```

Summary:
LUMO energy (spin up / spin down): -2.2893 / -1.4038 eV
Total energy: -80862.1238 eV
Energy above the lowest of the compared OMol25 structures with the same formula, charge and spin: 436.0 kJ/mol

(7)
Density functional theory data (ωB97M-V/def2-TZVPD) for a structure of composition CBrN3O4S at a distorted geometry.

```
10
Properties=species:S:1:pos:R:3
C 2.108 0.392 0.193
N 2.963 1.134 0.306
N -1.024 0.503 -0.454
N -2.060 -0.090 -0.489
O -0.136 -0.159 -1.251
O -0.570 1.487 0.158
O -0.212 -0.967 1.169
O 1.439 -2.024 -0.274
S 0.769 -0.842 0.081
Br -3.277 0.567 0.560
```

Summary:
LUMO energy: -0.8397 eV
Total energy: -94566.5462 eV
Energy above the lowest of the compared OMol25 structures with the same formula, charge and spin: 113.1 kJ/mol

(8)
Density functional theory data (ωB97M-V/def2-TZVPD) for the molecule CBrNOS at a distorted geometry.

```
5
Properties=species:S:1:pos:R:3
C 1.430 -0.143 -0.025
N 2.461 -0.372 0.406
O 0.356 0.116 -0.606
S -1.252 0.779 0.339
Br -2.995 -0.380 -0.114
```

Summary:
SMILES: N#COSBr
LUMO energy: -2.6831 eV
Total energy: -85449.4571 eV
Energy above the lowest of the compared OMol25 structures with the same formula, charge and spin: 197.2 kJ/mol

(9)
Density functional theory data (ωB97M-V/def2-TZVPD) for a cluster of 2 separate species, CCl2S2 in total at a distorted geometry.

```
5
Properties=species:S:1:pos:R:3
C 1.188 0.135 -0.147
S 2.414 -0.839 0.055
S -2.661 0.358 0.050
Cl 0.377 1.481 -0.070
Cl -1.318 -1.135 0.112
```

Summary:
LUMO energy (spin up / spin down): -0.8232 / -2.3486 eV
Total energy: -47748.4463 eV
Energy above the lowest of the compared OMol25 structures with the same formula, charge and spin: 313.8 kJ/mol

(10)
Density functional theory data (ωB97M-V/def2-TZVPD) for a cluster of 2 separate species, CCl3F2N in total at a distorted geometry.

```
7
Properties=species:S:1:pos:R:3
C 0.496 -0.257 -0.266
N -0.366 0.818 -0.081
F 0.376 -0.718 -1.507
F -0.376 1.245 1.184
Cl 0.401 -1.627 0.880
Cl 2.131 0.528 -0.124
Cl -2.662 0.010 -0.086
```

Summary:
LUMO energy (spin up / spin down): -3.3914 / -2.8082 eV
Total energy: -45524.4027 eV
Energy above the lowest of the compared OMol25 structures with the same formula, charge and spin: 145.9 kJ/mol

(11)
Density functional theory data (ωB97M-V/def2-TZVPD) for a cluster of 2 separate species, CCl3FOS in total at a distorted geometry.

```
7
Properties=species:S:1:pos:R:3
C -0.439 0.364 -1.175
O -0.063 -0.837 3.085
F -1.602 0.743 -0.576
S 0.389 -1.008 1.697
Cl -0.654 -1.103 -2.113
Cl 0.281 1.709 -2.100
Cl 2.089 0.133 1.182
```

Summary:
LUMO energy (spin up / spin down): -1.5240 / -1.7592 eV
Total energy: -54201.6213 eV
Energy above the lowest of the compared OMol25 structures with the same formula, charge and spin: 149.4 kJ/mol

(12)
Density functional theory data (ωB97M-V/def2-TZVPD) for the molecule CCl4OS at a distorted geometry.

```
7
Properties=species:S:1:pos:R:3
C -0.505 0.284 -0.450
O 0.140 -1.274 1.635
S 0.667 -1.058 0.325
Cl -0.767 1.585 0.697
Cl 0.190 0.863 -1.957
Cl -2.000 -0.612 -0.755
Cl 2.277 0.212 0.506
```

Summary:
LUMO energy: -0.1409 eV
Total energy: -64008.5116 eV
Energy above the lowest of the compared OMol25 structures with the same formula, charge and spin: 47.2 kJ/mol